# 1
ORCA calculation (ωB97M-V with the def2-TZVPD basis set) on C35H47CrN3P2S3 as an isolated structure.

The geometry in XYZ format:
```
91
Properties=species:S:1:pos:R:3:forces:R:3:mulliken_spin:R:1
Cr 0.470 0.300 0.232 0.625 0.471 -0.213 3.983
C -1.206 3.526 0.238 0.053 0.021 0.114 0.000
C -0.020 4.095 1.007 -0.065 0.042 -0.041 0.002
S 1.492 3.132 0.769 0.047 -0.007 -0.018 0.021
C 2.013 2.841 2.478 -0.034 -0.028 -0.008 -0.008
C 1.057 2.054 3.364 0.003 0.022 -0.005 -0.001
S 0.475 0.449 2.723 0.055 -0.146 0.105 -0.028
C -1.311 0.574 3.000 -0.054 0.023 -0.072 0.022
C -2.009 1.702 2.250 0.056 -0.034 0.019 -0.012
S -1.576 1.773 0.484 -0.215 -0.057 -0.108 0.005
H -1.057 3.624 -0.839 -0.005 -0.014 -0.001 -0.002
H -2.116 4.077 0.481 0.027 0.073 -0.033 0.000
H -0.229 4.149 2.074 -0.008 0.010 0.008 -0.001
H 0.167 5.112 0.665 -0.029 0.018 0.028 0.001
H 2.200 3.810 2.942 0.041 -0.022 0.042 0.001
H 2.982 2.345 2.411 -0.002 -0.010 -0.017 -0.002
H 0.177 2.645 3.611 -0.010 0.009 -0.011 -0.001
H 1.561 1.822 4.302 -0.010 0.080 0.030 0.000
H -1.476 0.671 4.074 -0.035 -0.011 0.008 0.001
H -1.695 -0.399 2.686 0.038 0.072 0.019 0.020
H -1.779 2.675 2.680 -0.011 -0.003 0.018 -0.001
H -3.087 1.560 2.317 -0.015 0.006 0.037 -0.005
C -1.701 -3.756 -1.345 -0.111 -0.130 0.280 -0.001
N -1.413 -2.652 -0.403 0.083 -0.074 -0.346 0.057
P -2.516 -1.363 -0.155 0.242 -0.053 0.010 -0.089
C -4.111 -2.162 0.202 0.033 0.037 -0.037 0.014
C -4.990 -2.581 -0.797 -0.034 -0.070 -0.081 0.003
C -6.183 -3.206 -0.465 0.007 0.007 0.014 0.000
C -6.517 -3.410 0.867 0.036 0.021 -0.001 0.001
C -5.661 -2.974 1.870 -0.006 -0.006 -0.039 0.000
C -4.470 -2.348 1.537 -0.063 0.044 0.052 -0.001
C -2.813 -0.649 -1.813 -0.191 -0.005 -0.007 0.010
C -2.195 -1.066 -2.991 -0.045 0.011 -0.038 -0.010
C -2.463 -0.429 -4.201 0.000 0.005 0.061 0.002
C -3.361 0.625 -4.248 0.003 0.000 0.030 0.000
C -3.990 1.047 -3.080 0.028 0.014 -0.030 0.001
C -3.710 0.422 -1.876 -0.018 -0.008 -0.023 0.017
P 0.184 -2.352 0.154 -0.283 -0.225 0.390 -0.026
C 1.126 -3.820 -0.377 -0.038 0.150 -0.081 0.013
C 2.187 -3.717 -1.268 -0.005 -0.091 -0.101 -0.003
C 2.931 -4.838 -1.620 -0.043 0.052 0.013 0.001
C 2.607 -6.071 -1.083 -0.047 -0.031 0.037 0.000
C 1.540 -6.186 -0.194 0.024 -0.003 -0.024 0.000
C 0.808 -5.069 0.164 0.051 -0.005 0.009 0.000
C 0.203 -2.692 1.957 0.121 -0.235 -0.114 -0.035
C -0.925 -2.941 2.720 -0.085 0.023 0.033 0.013
C -0.809 -3.201 4.085 -0.006 0.032 -0.029 0.001
C 0.439 -3.226 4.684 0.034 0.012 -0.032 0.003
C 1.580 -2.998 3.919 -0.061 -0.006 0.009 0.000
C 1.460 -2.732 2.567 0.000 0.006 0.014 0.037
H -2.697 -3.612 -1.759 0.022 0.002 -0.006 0.000
H -1.687 -4.723 -0.845 -0.020 0.001 0.052 0.000
H -0.984 -3.794 -2.167 0.027 0.011 0.026 0.000
H -4.755 -2.415 -1.842 0.011 0.008 0.039 0.000
H -6.854 -3.530 -1.249 -0.007 -0.003 0.005 0.000
H -7.450 -3.893 1.124 0.001 -0.005 0.000 0.000
H -5.927 -3.109 2.910 -0.009 -0.007 0.000 0.000
H -3.833 -1.981 2.332 0.063 0.009 0.001 0.002
H -1.517 -1.906 -2.984 0.085 -0.013 0.020 -0.005
H -1.982 -0.772 -5.108 -0.010 -0.017 0.001 0.000
H -3.583 1.109 -5.190 0.000 0.005 0.001 0.000
H -4.703 1.860 -3.114 -0.001 0.005 0.005 0.000
H -4.208 0.761 -0.974 -0.017 -0.015 -0.001 0.001
H 2.435 -2.765 -1.711 0.037 0.090 -0.012 0.002
H 3.757 -4.745 -2.313 -0.001 0.001 0.002 0.000
H 3.181 -6.947 -1.353 -0.002 -0.005 0.007 0.000
H 1.288 -7.150 0.227 0.001 -0.007 -0.006 0.000
H -0.006 -5.165 0.872 0.033 0.006 0.019 -0.001
H -1.898 -2.961 2.249 -0.044 -0.042 -0.029 -0.005
H -1.696 -3.403 4.671 -0.003 -0.010 -0.003 0.000
H 0.530 -3.445 5.740 0.002 0.006 0.001 0.000
H 2.559 -3.047 4.377 0.003 0.002 0.001 0.000
H 2.359 -2.588 1.974 -0.010 -0.015 -0.014 -0.006
N 0.296 0.621 -1.863 -0.158 0.034 0.004 -0.078
C 1.102 -0.218 -2.797 0.056 0.108 0.026 0.085
C 2.384 0.480 -3.225 0.003 -0.001 0.008 -0.006
C 3.238 1.032 -2.082 -0.056 -0.066 0.013 0.011
C 3.632 -0.014 -1.036 -0.041 0.076 0.048 0.020
N 2.834 0.147 0.212 -0.221 0.019 -0.057 0.008
H -0.697 0.470 -2.071 0.107 -0.029 -0.012 -0.023
H 0.468 1.599 -2.090 -0.001 -0.016 0.024 0.015
H 0.500 -0.452 -3.674 0.022 -0.002 -0.024 0.007
H 1.320 -1.158 -2.293 -0.041 -0.016 0.032 -0.032
H 2.142 1.291 -3.917 -0.008 0.001 0.007 0.000
H 2.968 -0.244 -3.799 0.017 0.035 -0.022 0.001
H 2.714 1.847 -1.575 0.027 0.039 -0.013 0.004
H 4.132 1.484 -2.511 0.014 -0.031 -0.009 0.002
H 4.696 0.052 -0.809 0.006 0.013 0.034 0.001
H 3.455 -1.017 -1.411 0.006 -0.116 -0.035 -0.007
H 3.124 1.029 0.626 0.034 -0.028 0.050 0.004
H 3.113 -0.568 0.882 -0.006 -0.012 -0.051 0.000
```
Positions in Å, forces in eV/Å.

Summary:
<S²> = 6.020
spin multiplicity = 5
net charge = +2
HOMO-LUMO gap (spin up / spin down) = 8.0 / 8.5 eV

---

# 2
ORCA calculation (ωB97M-V with the def2-TZVPD basis set) on a 2-piece molecular cluster, C4H9N2 overall.

The geometry in XYZ format:
```
15
Properties=species:S:1:pos:R:3:forces:R:3:mulliken_charge:R:1
C 0.592 -2.569 1.148 0.783 1.454 -1.325 -0.288
C 0.514 -0.695 -0.269 -3.748 0.112 0.223 -0.436
C -0.348 0.509 -0.062 0.247 4.953 -3.324 -0.240
C -0.157 2.522 -1.532 0.533 -3.365 1.140 -0.591
N 0.148 -1.409 0.919 1.618 -2.114 0.545 -0.274
N -1.091 0.548 0.938 -1.969 1.830 2.455 -0.161
H 0.389 -2.964 2.073 -0.726 -1.338 1.967 0.303
H 1.287 -3.063 0.489 0.099 -0.306 -0.281 0.262
H 0.161 -1.224 -1.150 0.207 0.030 -0.347 0.343
H 1.455 -0.301 -0.401 2.651 0.179 0.045 0.337
H 0.297 3.399 -1.093 -0.124 -0.247 0.395 0.307
H -1.198 2.411 -1.693 -0.792 0.475 -0.208 0.342
H 0.442 1.863 -2.154 0.036 0.597 -0.181 0.305
H -0.765 -0.402 1.433 -0.915 0.224 0.591 0.495
H -1.726 1.377 1.352 2.101 -2.483 -1.695 0.296
```
Positions in Å, forces in eV/Å.

Summary:
ΔE to the lowest compared entry with this formula, charge and spin = 135.8 kcal per mole
net charge = +1
HOMO-LUMO gap (spin up / spin down) = 8.9 / 8.9 eV

---

# 3
ORCA calculation (ωB97M-V with the def2-TZVPD basis set) on C5H11F6N6O7RhS as an isolated structure.

The geometry in XYZ format:
```
37
Properties=species:S:1:pos:R:3:forces:R:3:mulliken_charge:R:1
Rh 0.687 -0.084 0.716 0.142 0.356 0.034 0.615
N -0.827 -1.400 1.085 -0.025 -0.275 -0.262 -0.198
N -0.996 -2.204 -0.066 0.028 0.117 -0.028 -0.465
C -0.449 -1.822 -1.240 -0.133 0.230 0.072 0.675
N -0.589 -2.646 -2.267 0.101 -0.045 0.003 -0.339
N 0.139 -0.606 -1.233 0.074 -0.371 0.025 0.315
N 0.694 -0.111 -2.397 -0.165 0.140 0.013 0.784
O 1.305 0.923 -2.282 0.045 -0.035 0.013 -0.634
O 0.528 -0.689 -3.462 0.006 -0.048 0.025 -0.768
H -0.472 -1.996 1.864 0.018 0.111 0.085 0.506
H -1.700 -0.920 1.296 0.006 -0.034 0.046 0.392
H -1.229 -3.172 0.087 -0.018 -0.004 -0.013 0.249
H -1.019 -3.545 -2.140 -0.029 0.018 -0.023 0.155
H -0.189 -2.373 -3.152 -0.034 0.014 -0.005 0.217
O 3.210 -1.789 3.035 0.022 0.051 0.127 -0.624
S 1.929 -1.619 2.442 -0.028 -0.044 -0.282 1.176
O 1.364 -0.186 2.630 0.053 -0.011 -0.134 -0.520
O 0.891 -2.567 2.832 0.023 -0.065 0.034 -0.781
O 2.013 -1.612 0.890 -0.017 0.021 0.241 -0.591
N 2.274 1.203 0.402 -0.051 -0.084 0.037 -0.383
H 3.130 0.692 0.605 0.002 0.002 -0.006 0.294
H 2.210 1.989 1.039 -0.011 -0.023 0.029 0.248
H 2.295 1.547 -0.552 -0.039 -0.011 -0.007 0.322
C 0.027 2.778 2.491 0.004 0.024 0.007 -2.120
C -1.081 2.218 1.597 -0.020 0.025 0.053 1.711
O -0.670 1.393 0.585 0.120 -0.040 -0.152 -0.801
C -1.792 3.403 0.899 0.009 0.009 0.001 0.508
F -0.935 4.019 0.069 -0.027 -0.024 0.024 -0.251
F -2.846 3.012 0.172 0.022 0.006 0.022 -0.250
F -2.228 4.331 1.771 0.013 -0.034 -0.019 -0.270
C -2.086 1.453 2.491 0.047 -0.002 0.073 0.383
F -3.010 0.791 1.763 -0.064 0.005 -0.005 -0.294
F -2.739 2.221 3.368 0.006 -0.041 -0.022 -0.283
F -1.432 0.503 3.195 -0.063 0.056 -0.001 -0.238
H 0.670 3.423 1.891 -0.001 0.006 -0.010 0.441
H 0.607 1.959 2.912 -0.015 -0.002 0.004 0.340
H -0.380 3.374 3.306 -0.001 0.001 0.001 0.478
```
Positions in Å, forces in eV/Å.

Summary:
ΔE to the lowest compared entry with this formula, charge and spin = 2.0 kcal per mole
HOMO-LUMO gap = 8.7 eV

---

# 4
ORCA calculation (ωB97M-V with the def2-TZVPD basis set) on a 9-piece molecular cluster, C20H61ClN5O12 overall.

The geometry in XYZ format:
```
99
Properties=species:S:1:pos:R:3:forces:R:3:mulliken_charge:R:1
Cl -0.597 -0.102 1.063 0.895 -1.531 -0.474 1.387
O -1.365 -0.099 2.242 -0.828 1.133 2.537 -0.772
O 0.820 -0.056 1.343 -0.116 0.377 0.088 -0.416
O -0.914 -1.338 0.434 0.113 -0.919 -1.613 -0.723
O -0.969 1.011 0.244 -0.178 1.098 -0.710 -0.199
O 1.311 -0.020 4.527 0.313 -0.014 0.366 -0.638
H 0.761 0.324 3.823 -0.099 0.034 -0.482 0.329
H 0.698 -0.455 5.120 -0.175 -0.108 0.081 0.273
O -2.120 2.616 -2.403 -0.324 0.709 0.130 -0.753
H -2.337 1.787 -2.829 0.220 -0.251 -0.256 0.397
H -1.486 2.380 -1.726 0.134 -0.171 0.305 0.252
O -3.406 2.651 1.742 -0.143 0.385 0.272 -0.766
H -3.347 3.392 1.139 0.049 0.252 -0.173 0.325
H -2.566 2.201 1.652 0.482 -0.356 -0.093 0.237
C 4.910 -5.380 1.573 0.756 -2.590 -1.031 -1.582
C 4.451 -4.046 1.936 -2.158 -0.854 0.548 0.748
C 2.941 -3.873 1.539 0.568 0.261 -1.735 -0.463
O 2.723 -4.480 0.271 0.184 0.971 -1.335 -0.391
C 1.416 -4.299 -0.311 0.238 -0.899 0.823 -0.558
N 4.435 -4.013 3.401 0.564 1.519 0.484 -0.845
H 4.203 -6.127 1.933 0.120 -0.231 0.361 0.289
H 5.913 -5.579 1.949 -0.071 -0.005 0.479 0.411
H 4.996 -5.629 0.515 -0.262 0.604 -0.245 0.326
H 5.192 -3.384 1.487 -0.618 0.902 0.335 0.299
H 2.705 -2.810 1.516 -0.196 0.255 -0.035 0.178
H 2.219 -4.356 2.198 0.428 -0.111 0.796 0.347
H 0.911 -5.217 -0.010 -0.843 0.233 0.109 0.327
H 1.386 -4.319 -1.400 0.814 0.128 -0.058 0.264
H 0.893 -3.397 0.005 0.071 0.006 0.309 0.079
H 3.768 -4.669 3.782 0.070 -0.712 -0.368 0.291
H 3.945 -3.153 3.604 0.278 0.675 0.566 0.299
C -2.722 -2.260 -5.300 0.708 2.130 0.844 -1.474
C -2.068 -2.054 -3.915 0.061 -1.338 0.022 0.488
C -2.193 -0.711 -3.168 0.620 -0.041 -0.917 -0.007
O -1.272 0.240 -3.665 -1.877 -0.202 -1.010 -0.531
C -0.018 0.163 -3.091 0.748 1.244 -0.390 -0.456
N -2.683 -3.045 -3.060 -0.256 -0.259 0.397 -0.783
H -3.744 -1.905 -5.175 -0.370 -0.472 -0.281 0.300
H -2.629 -3.281 -5.672 -0.076 0.199 0.206 0.367
H -2.258 -1.523 -5.956 0.021 -0.247 -0.513 0.368
H -1.042 -2.421 -3.943 0.458 0.719 -0.318 0.324
H -2.013 -0.782 -2.096 0.136 -0.668 0.235 0.015
H -3.216 -0.341 -3.229 -0.169 0.250 -0.434 0.269
H 0.548 0.760 -3.806 0.721 -0.096 0.316 0.281
H 0.413 -0.836 -3.023 -0.157 -0.122 0.175 0.284
H -0.048 0.703 -2.145 0.414 -0.406 0.399 -0.021
H -3.646 -2.741 -3.032 -0.582 -0.360 0.557 0.316
H -2.268 -2.801 -2.171 -0.410 -0.638 0.791 0.258
C 3.248 1.943 -0.531 -0.344 1.134 -1.683 -1.116
C 4.016 0.706 -0.903 3.205 -0.259 0.620 0.863
C 5.560 0.937 -1.189 -1.030 0.680 -0.134 -1.032
O 6.280 -0.286 -1.461 -1.219 0.912 0.647 -0.262
C 7.651 -0.089 -1.647 0.380 -0.383 -1.230 -0.756
N 4.087 -0.070 0.293 -0.952 -1.648 1.031 -0.733
H 2.189 1.689 -0.493 -0.050 -0.051 0.438 -0.198
H 3.303 2.699 -1.314 0.021 0.030 -0.476 0.469
H 3.566 2.511 0.343 0.193 -0.829 0.355 0.512
H 3.636 0.098 -1.724 -0.494 0.510 -0.449 0.277
H 6.003 1.431 -0.325 -0.071 -0.197 0.401 0.381
H 5.586 1.709 -1.958 0.581 -0.308 -0.925 0.404
H 8.132 0.695 -1.062 -0.325 0.115 0.275 0.305
H 7.805 0.105 -2.708 0.252 0.577 -0.238 0.284
H 8.203 -1.019 -1.514 -0.281 -0.179 0.537 0.253
H 3.134 -0.228 0.585 -0.413 0.087 0.625 0.111
H 4.368 -1.003 0.026 0.540 -0.307 0.133 0.222
C 0.244 4.752 1.175 0.049 1.556 0.199 -1.164
C 0.874 4.275 2.503 -0.509 -1.070 -1.854 0.440
C -0.273 4.077 3.516 2.441 0.257 0.700 -0.394
O -0.960 5.270 3.715 -1.909 0.842 0.155 -0.337
C -0.617 6.283 4.672 0.898 -1.087 -0.579 -0.765
N 1.460 2.961 2.165 -0.488 -0.295 0.764 -0.500
H -0.647 4.173 0.928 0.016 -0.196 0.165 0.096
H 0.900 4.713 0.306 0.395 -0.372 0.162 0.419
H -0.053 5.801 1.188 -0.299 0.145 0.254 0.364
H 1.699 4.866 2.901 -0.332 0.569 -0.070 0.255
H 0.172 3.712 4.442 0.109 0.012 0.409 0.356
H -0.870 3.232 3.175 -0.793 0.498 -0.203 0.181
H -0.183 7.115 4.118 0.078 0.151 0.131 0.268
H 0.113 5.908 5.390 0.247 -0.078 0.018 0.337
H -1.452 6.651 5.267 -0.435 -0.332 -0.397 0.235
H 1.664 2.930 1.176 0.475 0.285 -0.045 0.174
H 0.652 2.355 2.155 -0.040 -0.824 0.292 -0.025
C -4.806 -1.872 0.097 -0.786 -0.328 -0.996 -1.339
C -4.956 -0.356 -0.156 0.474 0.227 -0.415 1.819
C -6.277 0.145 -0.797 -0.345 -1.935 0.689 -1.077
O -6.485 -0.414 -2.102 -0.089 0.789 -0.273 -0.206
C -7.816 -0.208 -2.586 0.445 -0.027 0.811 -0.832
N -4.791 0.296 1.104 -0.056 0.940 1.285 -0.861
H -4.389 -2.214 1.044 0.699 0.855 -0.009 0.499
H -4.252 -2.321 -0.728 -0.021 -0.222 0.138 0.030
H -5.767 -2.379 0.168 -0.429 0.150 -0.535 0.344
H -4.204 0.059 -0.826 0.583 -0.696 -0.477 -0.372
H -6.368 1.230 -0.744 0.243 0.153 -0.325 0.349
H -7.040 -0.283 -0.147 -0.517 0.181 0.220 0.352
H -7.925 -0.655 -3.573 0.139 -0.162 0.207 0.215
H -8.129 0.834 -2.648 0.476 0.434 -0.137 0.320
H -8.512 -0.621 -1.855 -0.250 -0.502 -0.114 0.348
H -4.018 -0.091 1.627 -0.046 -0.841 0.098 0.226
H -4.388 1.216 1.001 -0.692 0.558 -0.255 0.314
```
Positions in Å, forces in eV/Å.

Summary:
ΔE to the lowest compared entry with this formula, charge and spin = 66.3 kcal per mole
net charge = -1
HOMO-LUMO gap = 9.1 eV

---

Summary of max |F| in Eh/bohr
0.0158, 0.1161, 0.0075, 0.0637
(order as listed above)